No. 1
{
  "formula": "C5H9NO2",
  "method": "ωB97M-V/def2-TZVPD",
  "multiplicity": 2,
  "charge": -1,
  "homo_energy_ha": [-0.08999, -0.08907],
  "lumo_energy_ev": [3.62, 1.67],
  "s_squared": 0.763,
  "homo_lumo_gap_ev": [6.07, 4.09],
  "elements": ["C", "C", "N", "C", "C", "C", "O", "O", "H", "H", "H", "H", "H", "H", "H", "H", "H"],
  "xyz": [[-3.571662, 0.056398, 1.533577], [-2.438743, 0.283428, 0.780434], [1.143198, 0.801208, 0.293741], [0.392757, 0.134534, -1.892960], [0.995505, -0.324774, -0.561896], [2.461277, 0.022186, -0.283935], [3.219168, -0.661765, 0.435570], [-1.979621, -0.442389, -0.154751], [-3.930125, 0.801692, 2.226966], [-4.073550, -0.892507, 1.399446], [-1.880424, 1.201368, 1.099382], [1.294918, 0.674064, 1.292460], [0.399571, -0.616610, -2.672918], [-0.589706, 0.488135, -1.589758], [1.017280, 0.997555, -2.149016], [0.558801, -1.232405, -0.159760], [2.840879, 0.729475, -1.040047]],
  "atomic_forces_ev_per_a": [[0.638, 0.016, -0.396], [-0.715, -0.220, 0.578], [1.273, -0.117, 0.045], [1.275, 0.542, 1.039], [-2.169, 0.277, 0.502], [0.852, 1.140, -1.258], [-0.364, 0.034, 0.384], [0.449, 0.129, -0.006], [0.001, -0.035, 0.236], [-0.388, 0.043, 0.008], [0.053, 0.041, -0.384], [-0.836, -0.782, 0.009], [-0.128, -0.131, -0.023], [-0.324, -0.332, -0.336], [-0.261, -0.021, -0.535], [0.341, -0.118, 0.136], [0.301, -0.467, 0.002]]
}

---

No. 2
{
  "formula": "C6H16NO",
  "method": "ωB97M-V/def2-TZVPD",
  "multiplicity": 1,
  "charge": 1,
  "homo_energy_ha": -0.45536,
  "lumo_energy_ev": -3.28,
  "homo_lumo_gap_ev": 9.11,
  "elements": ["C", "C", "C", "C", "C", "C", "N", "H", "H", "H", "H", "H", "H", "H", "H", "H", "H", "H", "H", "H", "H", "H", "H", "O"],
  "xyz": [[1.318121, 0.843047, -1.579376], [0.189181, 1.193522, -0.616775], [-0.120097, 0.140046, 0.429706], [-1.215487, 1.431184, 2.255297], [-1.287321, 0.484926, 1.333184], [-2.581355, -0.236807, 1.052374], [2.332965, -0.104713, -0.922727], [1.828175, 1.666709, -2.070100], [0.924690, 0.229598, -2.397004], [0.131818, 2.238610, -0.320528], [-0.685508, 1.173976, -1.286522], [-0.360702, -0.793032, -0.067115], [0.753950, -0.026365, 1.055541], [-0.292328, 1.981660, 2.402083], [-2.030138, 1.682533, 2.922658], [-3.404189, 0.442109, 0.862760], [-2.501196, -0.988968, 0.268712], [-2.964745, -0.810332, 1.912283], [2.652626, 0.244607, -0.019397], [1.842240, -1.007590, -0.865487], [3.131778, -0.235683, -1.544381], [0.148537, -3.088727, -1.865255], [0.509249, -3.190745, -0.398828], [0.716946, -2.690484, -1.198101]],
  "atomic_forces_ev_per_a": [[0.007, -0.794, -0.227], [-1.489, 0.258, -1.593], [0.149, 0.272, 0.720], [0.528, 0.087, 0.164], [-0.599, 0.106, -0.312], [-0.455, -0.723, 0.738], [-0.260, 0.582, -0.856], [0.180, 0.185, 0.454], [0.051, 0.056, 0.161], [0.776, -0.101, 0.702], [0.015, 0.045, 0.094], [0.177, -0.177, -0.134], [0.151, -0.127, 0.282], [0.009, 0.002, 0.095], [-0.087, -0.034, -0.168], [-0.003, 0.227, -0.461], [-0.010, 0.265, -0.283], [0.467, 0.173, 0.033], [-0.033, -0.242, -0.009], [0.148, -0.214, 0.422], [0.074, 0.018, 0.148], [0.060, 0.058, -0.208], [0.115, 0.019, 0.007], [0.030, 0.058, 0.233]]
}

---

No. 3
{
  "formula": "C3H4O2",
  "method": "ωB97M-V/def2-TZVPD",
  "smiles": "O[C@H]1[C@H]2O[C@@H]12",
  "multiplicity": 1,
  "homo_energy_ha": -0.34353,
  "lumo_energy_ev": 1.07,
  "homo_lumo_gap_ev": 10.42,
  "elements": ["O", "C", "C", "O", "C", "H", "H", "H", "H"],
  "xyz": [[-0.455888, 0.190980, 1.844237], [0.285047, -0.178948, 0.640267], [-0.438422, -0.598809, -0.600346], [-1.320369, 0.539863, -0.653043], [0.080802, 0.731004, -0.595112], [-1.377921, 0.230852, 1.781667], [1.349492, -0.425176, 0.716920], [-0.626330, -1.474330, -1.175538], [0.683893, 1.474238, -1.205968]],
  "atomic_forces_ev_per_a": [[4.390, -0.952, -0.220], [-1.918, 2.205, -0.153], [0.283, -0.048, 0.707], [-0.840, 0.292, -0.121], [1.500, 0.590, -0.148], [-1.976, -0.109, -1.104], [-0.630, -0.359, 0.828], [0.219, -0.247, -0.524], [-1.028, -1.372, 0.734]]
}

---

For reference, ΔE to the lowest compared entry with this formula, charge and spin by record: 62.5; 28.0; 92.8 kcal per mole.
For reference, electronic energy by record: -10913.0532; -10012.0962; -7266.6619 eV.